No. 1
The following is a DFT calculation (wB97M-V/def2-TZVPD) of a structure of composition C42H49N4O6P2SSr.

Atoms and positions in Å:
H  4.7278  0.1107  4.6907
H  -4.2651  -4.2192  -0.4729
H  -3.1571  -4.4667  0.8637
C  2.2043  -4.4754  -5.0204
C  2.1685  2.1394  5.0618
H  -1.4636  2.9069  1.4306
C  2.2198  2.4277  -2.3433
H  -2.3634  -4.0123  -1.9248
C  -1.4213  1.8758  1.0681
H  -1.0947  2.1412  -2.9961
C  2.7697  2.6322  3.9149
H  2.6894  1.9343  -3.1839
H  -1.4749  -1.1526  2.5662
C  1.0428  2.2976  -0.2472
H  0.8426  -2.1270  2.1647
H  4.6208  -2.3800  3.6044
O  4.0179  -2.7814  -1.9876
C  -1.3517  3.1175  -2.6075
C  1.0005  1.6851  2.5708
H  -4.1272  -2.1728  0.8058
Sr  0.2111  -2.7878  -0.7503
H  0.5653  4.2039  0.6675
C  1.6011  4.4477  -1.1802
C  1.0270  3.6953  -0.1718
H  -0.5059  0.6043  3.6874
H  -0.7793  -3.1799  3.6927
H  5.5020  1.2891  3.6336
C  4.6321  0.1873  1.4162
H  0.6244  -0.9995  -3.5109
H  3.6867  -3.5451  1.6429
H  -2.8085  4.5872  0.0929
C  4.4694  -1.8328  2.6809
C  2.0612  -5.4352  -4.0288
P  0.2706  1.2821  0.9894
H  -3.4110  -1.9068  -0.7813
H  -0.6037  -1.5163  -4.6714
O  0.2757  -0.2006  0.7128
H  -2.8180  -2.2868  2.6644
C  5.3793  0.2236  3.8226
C  -5.8624  2.5120  1.4816
C  -1.3902  5.5127  -2.8291
C  -6.3419  1.2031  -0.4809
C  -3.2842  -3.9324  -0.0808
C  -2.0123  5.6275  -1.5885
C  1.6336  1.6643  -1.3373
H  1.6450  0.5807  -1.3914
C  2.1905  2.4047  2.6726
C  -4.9914  1.1659  -0.7962
S  3.0106  -2.5249  -1.0059
C  -2.3051  4.4864  -0.8616
H  1.5776  -2.5470  -5.7127
H  3.9684  0.0872  -0.6205
H  -3.8123  2.9696  1.8359
N  -2.1786  -4.3180  -0.9734
H  -1.8299  -1.0201  0.4554
O  -2.0152  0.5081  -1.2336
C  -4.5105  2.4759  1.1720
C  -1.0629  4.2657  -3.3366
H  -4.6531  0.6351  -1.6770
H  -1.3400  -0.9227  -2.3956
O  2.2980  -3.7241  -0.5041
H  1.5840  5.5277  -1.1265
O  1.9897  -1.5221  -1.4423
C  -6.7760  1.8754  0.6526
H  -6.2005  3.0310  2.3679
H  -1.9047  1.2265  1.8092
H  4.9078  1.2331  1.3410
H  2.6778  2.7851  1.7851
H  2.8853  -4.6419  -5.8447
C  3.7528  -1.7965  0.3979
C  0.4087  1.1836  3.7359
C  4.1054  -0.4546  0.3077
C  -3.2725  -2.4343  0.1662
C  4.8133  -0.4848  2.6224
C  -1.9715  3.2274  -1.3669
N  0.4721  -4.0344  -2.9152
H  2.6197  2.3207  6.0283
H  2.6606  4.4017  -3.0472
C  1.4777  -3.3074  -4.9491
N  0.4228  -3.0201  1.9188
H  2.6245  -6.3562  -4.0480
C  -4.0667  1.8076  0.0297
C  3.9416  -2.4962  1.5831
H  -0.5816  4.1819  -4.3016
H  -2.0943  -5.3276  -1.0063
H  1.0455  -5.8898  -2.2013
H  1.0889  -3.7352  2.1879
H  0.5210  1.0238  5.8681
H  6.3564  -0.1785  4.0952
C  -1.8501  -2.1050  2.1825
H  -1.1674  6.4031  -3.4019
C  -0.8717  -3.1967  2.6011
H  -1.2678  -4.1773  2.3279
H  -2.2757  6.6010  -1.1984
C  0.9869  1.4115  4.9722
C  -0.1175  -1.7734  -3.7279
H  -7.0566  0.7055  -1.1225
P  -2.3485  1.7491  -0.4506
C  0.6289  -3.1049  -3.8694
H  -7.8302  1.9011  0.8943
O  -1.0893  -1.8364  -2.6643
C  1.1856  -5.1740  -3.0011
H  3.6908  3.1949  3.9829
N  -2.0067  -1.9759  0.7324
C  2.2029  3.8114  -2.2643

Cartesian forces, eV/Å:
H -0.01 -0.02 -0.01
H -0.02 0.00 0.00
H 0.03 0.02 0.01
C 0.13 -0.14 -0.11
C -0.03 0.00 -0.01
H 0.05 -0.05 0.07
C -0.07 0.01 0.09
H 0.02 0.03 0.03
C -0.32 0.11 0.95
H -0.02 -0.03 0.03
C -0.09 -0.03 -0.04
H 0.02 0.00 -0.02
H 0.02 -0.01 0.03
C 0.32 0.16 -0.34
H -0.06 0.07 -0.04
H 0.00 0.01 0.01
O 0.08 -0.07 -0.16
C -0.05 0.15 -0.02
C 0.18 0.09 0.41
H -0.02 -0.01 -0.01
Sr -3.21 0.11 1.74
H 0.00 -0.04 0.03
C 0.08 -0.09 -0.04
C 0.02 -0.07 -0.05
H -0.02 0.00 -0.06
H -0.03 -0.01 0.02
H 0.00 -0.01 -0.04
C 0.01 0.01 -0.04
H 0.01 -0.02 0.03
H -0.04 -0.02 -0.04
H -0.03 -0.05 0.03
C 0.02 -0.07 0.10
C 0.00 0.02 -0.05
P 0.24 -1.27 -0.40
H 0.00 -0.02 -0.02
H -0.04 -0.11 -0.02
O 0.12 0.77 0.14
H 0.01 -0.02 0.02
C 0.01 -0.02 0.05
C 0.05 -0.06 -0.09
C -0.05 0.04 0.07
C 0.05 -0.02 -0.03
C 0.09 -0.10 -0.07
C 0.07 -0.09 -0.10
C 0.01 0.06 -0.03
H 0.00 0.08 0.06
C -0.04 -0.03 0.04
C -0.03 0.06 0.09
S 0.50 -0.01 -0.39
C 0.04 0.02 -0.11
H 0.00 0.02 0.01
H -0.03 -0.06 0.04
H 0.05 0.00 0.00
N 0.00 -0.07 0.13
H 0.01 0.06 -0.12
O -0.14 0.23 0.14
C -0.07 -0.01 -0.02
C -0.05 -0.10 0.08
H 0.05 0.01 0.00
H -0.04 -0.29 -0.10
O 1.19 -0.04 0.02
H 0.00 0.01 0.01
O 1.33 -0.06 -0.28
C 0.00 0.03 0.03
H 0.00 0.01 0.01
H -0.07 0.15 0.02
H 0.01 -0.01 0.01
H -0.03 0.00 -0.04
H 0.00 0.01 0.00
C 0.07 0.41 0.36
C 0.03 0.04 -0.06
C 0.08 -0.03 0.13
C 0.07 0.10 0.09
C -0.01 0.03 -0.06
C -0.08 0.44 -0.21
N 0.30 -0.12 -0.78
H 0.00 0.00 0.01
H 0.00 0.02 -0.01
C -0.07 0.24 -0.04
N -0.15 -0.06 0.18
H 0.00 -0.01 -0.01
C -0.33 0.01 0.12
C 0.03 0.17 -0.12
H 0.01 0.00 -0.01
H -0.04 0.01 -0.05
H -0.01 0.03 0.06
H -0.07 -0.04 0.06
H -0.01 -0.01 0.00
H 0.00 -0.04 -0.03
C 0.02 0.02 -0.13
H 0.00 0.01 -0.01
C 0.19 0.00 -0.07
H 0.02 -0.01 -0.04
H 0.00 0.02 0.00
C 0.07 0.04 0.01
C -0.03 -0.28 0.16
H -0.01 0.00 0.00
P 0.22 -0.96 -0.99
C -0.36 -0.12 0.27
H -0.01 0.00 0.00
O 0.24 0.58 -0.49
C -0.30 0.39 -0.10
H 0.01 0.01 0.00
N -0.10 -0.06 0.02
C 0.00 -0.03 0.07

Kohn-Sham gap (eV): 9.30
Net charge: +1
Highest occupied orbital energy (eV): -11.00

Atom charges from the Löwdin analysis, given in e for atoms 1 to 8: number 1, H, carries 0.079; number 2, H, carries 0.115; number 3, H, carries 0.108; number 4, C, carries -0.034; number 5, C, carries -0.067; number 6, H, carries 0.084; number 7, C, carries -0.056; number 8, H, carries 0.069

=====

No. 2
The following is a DFT calculation (wB97M-V/def2-TZVPD) of a structure of composition C2H3Cl2NSi.

Atoms and positions in Å:
Si  0.7608  -1.2968  -0.6873
H  0.6953  -1.1076  1.8637
H  -1.2259  1.7838  0.2156
N  -0.4147  1.7532  1.0892
Cl  -2.2398  1.6960  -0.9420
Cl  0.9539  -0.2228  -2.3631
C  0.0872  0.6604  1.0284
H  0.8666  -2.6132  -1.1568
C  0.5166  -0.6532  0.9525

Cartesian forces, eV/Å:
Si 0.50 -0.87 -2.38
H 0.41 -1.11 1.65
H -2.17 0.68 -1.88
N 2.62 -2.49 0.74
Cl 0.29 -0.05 0.43
Cl 0.10 0.97 -0.07
C -0.65 0.49 1.04
H -0.10 -1.42 0.41
C -1.00 3.80 0.06

Kohn-Sham gap (alpha / beta) (eV): 6.65 / 5.94
<S²>: 2.0260
Net charge: 0
Spin multiplicity: 3
Highest occupied orbital energy (alpha / beta) (eV): -6.86 / -10.07

Atom charges from the Löwdin analysis, given in e for atoms 1 to 8: number 1, Si, carries 0.261; number 2, H, carries 0.054; number 3, H, carries -0.243; number 4, N, carries 0.153; number 5, Cl, carries 0.025; number 6, Cl, carries 0.271; number 7, C, carries -0.216; number 8, H, carries -0.113

=====

No. 3
The following is a DFT calculation (wB97M-V/def2-TZVPD) of a structure of composition CH2NO2S3.

Atoms and positions in Å:
O  -2.4371  -0.9069  0.6611
C  1.1092  0.2060  -0.0246
S  2.6305  -0.7364  -0.1675
H  3.4234  0.3082  0.0535
H  -2.8365  -1.8021  0.3615
O  -1.8008  1.0046  -1.1428
S  1.1763  1.8393  0.3680
S  -1.2887  0.5296  0.1197
N  0.0238  -0.4421  -0.2289

Cartesian forces, eV/Å:
O -0.43 -0.30 0.20
C 0.61 0.36 0.18
S -0.27 -0.32 -0.10
H 0.09 0.16 0.03
H 1.68 2.36 -0.24
O -0.22 0.30 -0.25
S 0.47 0.95 0.21
S -1.20 -2.61 0.09
N -0.73 -0.92 -0.11

Kohn-Sham gap (eV): 7.57
Net charge: -1
Highest occupied orbital energy (eV): -4.36

Atom charges from the Löwdin analysis, given in e for atoms 1 to 8: number 1, O, carries -0.491; number 2, C, carries -1.412; number 3, S, carries 0.640; number 4, H, carries -0.181; number 5, H, carries 0.034; number 6, O, carries -0.483; number 7, S, carries 0.404; number 8, S, carries 0.811

=====

No. 4
The following is a DFT calculation (wB97M-V/def2-TZVPD) of the molecule C5H7N.

Atoms and positions in Å:
C  1.7189  0.0856  0.3436
H  3.6606  -1.0794  0.5324
H  -0.1684  -0.5841  -2.0149
C  0.4848  0.8642  0.2079
H  -1.3673  -1.6636  -1.0309
N  -0.7191  0.0512  -0.0901
H  -1.8989  0.3032  1.6550
C  -0.7228  -0.8018  -1.1126
H  0.5961  1.5818  -0.6149
H  0.2748  1.4463  1.1110
H  -2.7738  0.1647  -0.0095
C  2.7519  -0.5233  0.4474
C  -1.8700  0.2563  0.5742

Cartesian forces, eV/Å:
C 0.42 -0.30 0.04
H -0.18 0.13 0.00
H 0.27 -0.08 0.16
C -0.01 0.08 -0.01
H -0.11 0.24 -0.18
N -0.15 -0.08 -0.15
H 0.22 0.32 -0.06
C 0.08 0.00 -0.14
H -0.04 -0.10 0.13
H -0.01 -0.17 -0.11
H 0.05 -0.29 0.20
C -0.47 0.23 -0.05
C -0.07 0.02 0.17

Kohn-Sham gap (alpha / beta) (eV): 7.80 / 7.83
Net charge: 0
Highest occupied orbital energy (alpha / beta) (eV): -7.05 / -7.06

Atom charges from the Löwdin analysis, given in e for atoms 1 to 8: number 1, C, carries -0.120; number 2, H, carries 0.029; number 3, H, carries 0.064; number 4, C, carries -0.157; number 5, H, carries 0.060; number 6, N, carries -0.317; number 7, H, carries 0.051; number 8, C, carries -0.012

=====

We obtain relative energy (zero: lowest compared OMol25 entry of this formula, charge and spin) values of 12.6, 39.9, 31.4, 113.1 kcal/mol for the records listed above, in that order.
We obtain largest force on an atom values of 3.65, 3.93, 2.91, 0.52 eV Å⁻¹ for the records listed above, in that order.
We obtain DFT total energy values of -3412.05279, -1342.48910, -1439.12004, -249.29299 hartree for the records listed above, in that order.